Entry 1:
Formula: CH3NS
Source: the OMol25 dataset
Level of theory: ωB97M-V/def2-TZVPD

## Properties
- highest occupied orbital energy (eV) = -9.00
- electronic energy (eV) = -13408.5481
- E_LUMO (eV) = -0.57
- energy relative to the best compared isomer or geometry (same formula, charge and spin) (kcal per mole) = 53.16
- Kohn-Sham gap (hartree) = 0.3096

```
! RIJCOSX wB97M-V def2-TZVPD def2/J DEFGRID3
* xyz 0 1
C 0.6561 -0.5393 -0.2515
N -0.8766 0.2118 0.3855
S 2.0710 0.2021 -0.3044
H 0.1620 -1.4587 -0.5290
H -1.2135 0.6884 -0.4216
H -0.7990 0.8957 1.1211
*
```

=====

Entry 2:
Formula: C18H19Cl5GdN7OSe
Source: the OMol25 dataset
Level of theory: ωB97M-V/def2-TZVPD

## Properties
- expectation value of S² = 15.886
- highest occupied orbital energy (spin up / spin down) (eV) = -12.87 / -12.90
- electronic energy (eV) = -180233.7385
- E_LUMO (spin up / spin down) (eV) = -8.02 / -6.01
- energy relative to the best compared isomer or geometry (same formula, charge and spin) (kcal per mole) = 3.70
- Kohn-Sham gap (spin up / spin down) (hartree) = 0.1781 / 0.2532

```
! RIJCOSX wB97M-V def2-TZVPD def2/J DEFGRID3
* xyz 2 8
Gd 0.1491 -0.3889 1.3634
C 3.1696 3.5347 0.2461
N 1.7373 3.7267 0.1357
C 1.2858 5.0836 -0.1953
C 0.8665 2.6874 0.2919
N 1.1508 1.4114 0.4224
N -0.4552 3.0871 0.4045
C -1.5992 2.3440 0.5256
N -2.7177 2.9787 0.3252
N -1.5482 1.0747 0.8512
H 3.6068 4.1525 -0.5489
H 3.4418 2.4683 0.0762
H 3.5091 3.8160 1.2409
H 2.1289 5.7185 -0.2227
H 0.5993 5.5095 0.6341
H 0.8052 5.2344 -1.1785
H 2.0687 1.1565 0.1452
H -0.5492 4.1049 0.4611
H -2.7784 4.0155 0.4807
H -3.6184 2.4542 0.3253
H -2.4541 0.7657 1.1835
Cl 5.5201 -5.5001 2.3486
C 4.4556 -4.3516 1.6827
C 3.9267 -3.3720 2.5449
Cl 4.4738 -3.1077 4.1488
C 2.9789 -2.4840 2.1360
Cl 2.1554 -1.2707 3.1721
C 2.6606 -2.3053 0.7707
O 1.8078 -1.4130 0.3631
C 3.2869 -3.2254 -0.1573
Cl 2.6010 -3.2063 -1.7826
C 4.1103 -4.2663 0.3115
Cl 4.5445 -5.5061 -0.7680
C -4.2608 -2.0650 0.8756
N -3.0441 -1.9240 0.0762
C -1.8086 -2.3536 0.4473
Se -1.1163 -2.8319 2.0822
N -0.8987 -2.0028 -0.5663
C -1.5878 -1.1914 -1.5569
C -1.1312 -0.5513 -2.6866
C -2.1056 -0.0728 -3.5819
C -3.4799 -0.2076 -3.2298
C -3.9698 -0.7376 -2.0190
C -2.9899 -1.2696 -1.1851
H -4.0123 -2.7501 1.6825
H -5.1674 -2.4642 0.3524
H -4.5549 -1.1709 1.4142
H -0.0236 -2.4822 -0.7350
H -0.0721 -0.4381 -2.8204
H -1.8410 0.2293 -4.5766
H -4.2256 0.0875 -3.9797
H -5.0305 -0.7308 -1.7311
*
```

=====

Entry 3:
Formula: C9H17N5O
Source: the OMol25 dataset
Level of theory: ωB97M-V/def2-TZVPD

## Properties
- highest occupied orbital energy (eV) = -10.14
- electronic energy (eV) = -19105.8251
- E_LUMO (eV) = 0.56
- energy relative to the best compared isomer or geometry (same formula, charge and spin) (kcal per mole) = 18.30
- Kohn-Sham gap (hartree) = 0.3933

```
! RIJCOSX wB97M-V def2-TZVPD def2/J DEFGRID3
* xyz 0 1
C -2.5022 1.0315 1.6373
C -3.4982 0.4577 0.6175
C -3.0867 -0.5094 -0.4684
C -2.0389 -0.0865 -1.4936
C -0.7280 0.0924 -0.8429
C 1.3190 1.3381 -0.4877
C 2.6262 -0.7317 -1.0169
C 3.1358 -1.6522 0.0856
C 2.3712 -1.4972 1.4128
H -1.8234 1.7547 1.1116
H -3.0504 1.6201 2.3509
H -1.9252 0.2513 2.1351
H -4.3091 -0.0733 1.1754
H -3.9840 1.3015 0.1358
H -2.8228 -1.4962 -0.1230
H -4.0146 -0.6118 -1.0196
H -2.4191 0.8783 -2.0195
H -1.9559 -0.8811 -2.3054
H -0.2436 1.9205 -1.7504
H 1.7421 -1.1101 -1.4736
H 3.4614 -0.6566 -1.7622
H 3.0547 -2.6786 -0.3099
H 4.2231 -1.4474 0.1989
H 2.6359 -2.2702 2.1074
H 2.5499 -0.5336 1.8540
H 1.2580 -1.5210 1.3786
N 0.1067 1.1440 -1.1887
N 1.5993 2.4997 0.0287
N 2.9112 2.3841 0.4126
N 3.3868 1.2405 0.0950
N 2.3784 0.5544 -0.4596
O -0.3576 -0.7118 -0.0159
*
```

=====

Entry 4:
Formula: C3H3ClN2O
Source: the OMol25 dataset
Level of theory: ωB97M-V/def2-TZVPD

## Properties
- highest occupied orbital energy (eV) = -9.34
- electronic energy (eV) = -20706.4086
- E_LUMO (eV) = 0.36
- energy relative to the best compared isomer or geometry (same formula, charge and spin) (kcal per mole) = 72.19
- Kohn-Sham gap (hartree) = 0.3567

```
! RIJCOSX wB97M-V def2-TZVPD def2/J DEFGRID3
* xyz 0 1
C 0.9650 0.3427 -0.7975
C -1.5805 -0.1069 0.9293
C 1.8374 0.3630 0.1716
N -0.1289 0.2898 -1.3577
N -1.8490 -1.2967 0.8630
O -1.3865 1.0005 1.1647
Cl -1.6469 -2.5790 -0.1845
H 2.7300 -0.1418 0.2182
H 1.4799 1.0670 0.9871
H -0.4206 1.0614 -1.9942
*
```

=====

Entry 5:
Formula: C18H12BCl8GeN8OSc
Source: the OMol25 dataset
Level of theory: ωB97M-V/def2-TZVPD

## Properties
- highest occupied orbital energy (eV) = -14.11
- electronic energy (eV) = -210895.6538
- E_LUMO (eV) = -7.08
- energy relative to the best compared isomer or geometry (same formula, charge and spin) (kcal per mole) = 3.47
- Kohn-Sham gap (hartree) = 0.2584

```
! RIJCOSX wB97M-V def2-TZVPD def2/J DEFGRID3
* xyz 2 1
Sc -0.1196 0.1240 -0.1068
C -2.0820 3.9332 -0.6690
C -1.8557 2.6410 -1.0958
N -1.0353 2.0033 -0.2401
N -0.7344 2.8896 0.7477
C -1.3495 4.0472 0.5048
B 0.2010 2.5385 1.9547
N -0.3488 1.2375 2.6276
C -0.4829 0.9801 3.9277
C -1.0051 -0.2975 4.0857
C -1.1568 -0.7740 2.8013
N -0.7593 0.1507 1.9064
N 1.6107 2.1562 1.3678
C 2.8533 2.5955 1.5870
C 3.7461 1.8839 0.7994
C 2.9572 0.9914 0.1072
N 1.6653 1.1411 0.4530
N 0.1604 3.6809 2.9194
C 0.9843 4.7312 3.2264
C 0.3144 5.5541 4.0823
C -0.9465 4.9395 4.2504
N -1.0471 3.8266 3.5512
H -2.6957 4.6843 -1.1352
H -2.2445 2.1383 -1.9659
H -1.2434 4.8847 1.1762
H -0.2247 1.7180 4.6689
H -1.2390 -0.8008 5.0081
H -1.5501 -1.7230 2.4710
H 3.0596 3.3694 2.3016
H 4.8137 2.0065 0.7442
H 3.2503 0.2381 -0.6085
H 1.9656 4.8562 2.8084
H 0.6718 6.4678 4.5267
H -1.7808 5.2717 4.8510
Cl -2.5613 -6.6492 0.4575
C -2.2208 -5.0642 -0.0554
C -1.0507 -4.4311 0.3732
Cl 0.0674 -5.2259 1.3836
C -0.7967 -3.1352 -0.0488
Cl 0.6932 -2.3308 0.3841
C -1.6952 -2.4453 -0.8432
O -1.4181 -1.1401 -1.2244
C -2.8190 -3.0978 -1.3139
Cl -3.7919 -2.2515 -2.4537
C -3.0987 -4.4026 -0.9206
Cl -4.5011 -5.1697 -1.4966
Cl -0.6263 -2.6981 -3.8775
Ge -1.2301 -0.8655 -3.1200
Cl 0.5486 0.3204 -2.6341
Cl -2.5457 0.3849 -4.1190
*
```

=====

> Look up the electronic energy of the third one.

-19105.8251 eV

=====

> Which value of energy relative to the best compared isomer or geometry (same formula, charge and spin) does entry 4 give?

72.19 kcal per mole